Record 1
{
  "formula": "C13H21O6P",
  "method": "ωB97M-V/def2-TZVPD",
  "orbital_gap_ev": 9.16,
  "total_energy_ha": -1300.8171,
  "spin_multiplicity": 1,
  "smiles": "CCOP(=O)(OCC)[C@H](O)c1ccc(OC)cc1OC",
  "symbols": ["C", "C", "H", "H", "O", "P", "O", "O", "C", "C", "H", "H", "H", "H", "H", "H", "H", "H", "C", "C", "C", "C", "C", "C", "C", "O", "C", "H", "H", "H", "H", "O", "C", "H", "H", "H", "H", "H", "O", "H", "H"],
  "positions_angstrom": [[5.494, -0.114, 0.532], [4.026, -0.163, 0.922], [3.850, -0.941, 1.672], [3.702, 0.803, 1.324], [3.264, -0.473, -0.242], [1.731, -0.056, -0.388], [1.227, -0.435, -1.705], [1.715, 1.550, -0.120], [1.221, 2.402, -1.144], [-0.278, 2.610, -1.011], [-0.787, 1.659, -1.142], [-0.621, 3.309, -1.769], [-0.520, 3.001, -0.026], [1.761, 3.347, -1.033], [1.448, 1.963, -2.120], [6.102, 0.093, 1.409], [5.794, -1.067, 0.106], [5.657, 0.663, -0.209], [0.894, -0.701, 1.158], [-0.577, -0.584, 0.913], [-1.326, 0.418, 1.499], [-2.659, 0.617, 1.173], [-3.257, -0.205, 0.229], [-2.517, -1.230, -0.364], [-1.190, -1.430, -0.027], [-0.416, -2.428, -0.531], [-0.845, -3.093, -1.698], [-0.008, -3.717, -2.003], [-1.719, -3.721, -1.500], [-1.069, -2.377, -2.492], [-3.017, -1.848, -1.091], [-4.548, -0.107, -0.191], [-5.357, 0.903, 0.361], [-6.330, 0.794, -0.116], [-5.469, 0.782, 1.443], [-4.958, 1.900, 0.146], [-3.205, 1.413, 1.653], [-0.857, 1.070, 2.220], [1.381, -1.981, 1.439], [1.071, -2.562, 0.729], [1.191, -0.062, 1.994]],
  "atomic_forces_ev_per_a": [[-0.4, 0.0, 0.0], [0.3, 0.0, 0.3], [0.0, 0.1, -0.1], [0.0, 0.0, 0.0], [-0.4, 0.0, -0.2], [0.8, 0.9, 0.8], [-0.4, -0.2, -0.3], [0.1, -1.2, 0.4], [-0.3, 0.5, -0.5], [0.4, -0.1, 0.1], [-0.1, -0.1, 0.0], [-0.1, 0.1, -0.1], [-0.1, 0.1, 0.1], [0.0, -0.1, -0.1], [0.0, 0.1, 0.1], [0.1, 0.0, 0.1], [0.1, -0.1, 0.0], [0.1, 0.1, 0.0], [0.4, 0.5, -0.8], [-0.1, -0.1, 0.1], [0.1, -0.3, -0.1], [-0.4, 0.1, 0.0], [0.2, 0.0, 0.1], [0.0, -0.2, -0.2], [-0.3, 0.2, 0.2], [-0.1, 0.2, 0.4], [0.0, -0.1, -0.3], [-0.1, 0.0, 0.0], [0.0, 0.0, 0.0], [0.0, 0.0, 0.0], [0.0, -0.1, -0.1], [0.3, -0.2, -0.1], [-0.1, 0.2, 0.1], [0.1, 0.0, 0.1], [0.0, 0.0, 0.0], [0.0, 0.0, 0.0], [-0.1, 0.1, 0.0], [0.1, 0.1, 0.1], [0.1, -0.6, 0.2], [0.0, 0.0, 0.1], [0.0, 0.1, -0.2]]
}

***

Record 2
{
  "formula": "C34H48BrKN6O3S4Si2Te",
  "method": "ωB97M-V/def2-TZVPD",
  "orbital_gap_ev": 6.10,
  "charge": -2,
  "total_energy_ha": -7492.5562,
  "spin_multiplicity": 1,
  "symbols": ["K", "S", "C", "N", "N", "C", "C", "C", "C", "C", "C", "N", "N", "C", "C", "C", "C", "C", "C", "H", "H", "H", "H", "H", "H", "H", "H", "H", "H", "H", "C", "C", "S", "C", "C", "S", "C", "C", "S", "H", "H", "H", "H", "H", "H", "H", "H", "H", "H", "H", "H", "Br", "C", "C", "N", "C", "C", "C", "C", "O", "O", "H", "H", "H", "C", "Si", "C", "C", "C", "Te", "C", "Si", "C", "C", "C", "H", "H", "H", "H", "H", "H", "H", "H", "H", "H", "H", "H", "H", "H", "H", "H", "H", "H", "H", "H", "H", "H", "O", "C", "N"],
  "positions_angstrom": [[-0.796, 0.947, 0.600], [-1.007, 3.909, 1.672], [-1.040, 2.984, 3.133], [-0.276, 3.160, 4.168], [0.627, 4.146, 4.044], [1.522, 4.416, 5.045], [2.434, 5.468, 4.880], [3.339, 5.775, 5.879], [3.364, 5.050, 7.065], [2.463, 4.003, 7.224], [1.549, 3.679, 6.236], [-1.939, 1.911, 3.418], [-2.640, 1.519, 2.473], [-3.485, 0.414, 2.804], [-3.908, -0.363, 1.731], [-4.690, -1.487, 1.951], [-5.079, -1.814, 3.242], [-4.676, -1.019, 4.311], [-3.875, 0.090, 4.100], [0.649, 4.629, 3.146], [2.422, 6.035, 3.956], [4.037, 6.590, 5.727], [4.076, 5.290, 7.844], [2.475, 3.417, 8.136], [0.860, 2.855, 6.350], [-3.608, -0.097, 0.725], [-4.982, -2.101, 1.108], [-5.691, -2.690, 3.420], [-4.978, -1.277, 5.319], [-3.524, 0.703, 4.919], [-3.516, 5.076, -1.284], [-4.412, 3.870, -1.558], [-3.748, 2.293, -0.952], [-3.512, 1.362, -2.478], [-2.406, 1.872, -3.392], [-0.760, 1.859, -2.617], [-0.179, 3.553, -2.856], [-0.756, 4.610, -1.917], [-2.262, 5.417, -2.547], [-3.020, 4.977, -0.316], [-4.129, 5.980, -1.247], [-4.619, 3.776, -2.625], [-5.368, 4.026, -1.052], [-4.455, 1.331, -3.032], [-3.300, 0.341, -2.153], [-2.606, 2.891, -3.724], [-2.361, 1.227, -4.274], [-0.298, 3.846, -3.902], [0.895, 3.471, -2.669], [-0.019, 5.400, -1.765], [-0.981, 4.175, -0.944], [-2.496, -7.276, -1.016], [-1.869, -5.583, -0.402], [-0.894, -5.538, 0.578], [-0.447, -4.390, 1.074], [-0.936, -3.256, 0.572], [-1.891, -3.212, -0.441], [-2.386, -4.416, -0.921], [-2.386, -1.903, -1.052], [-3.462, -1.956, -1.674], [-1.642, -0.901, -0.889], [-0.467, -6.453, 0.977], [-0.556, -2.341, 1.009], [-3.156, -4.399, -1.682], [1.937, -3.101, -6.109], [1.655, -1.875, -4.696], [0.058, -0.956, -5.020], [3.093, -0.665, -4.716], [1.521, -2.773, -3.074], [1.519, -1.473, -1.313], [3.640, -1.663, -1.076], [4.161, -3.182, -0.123], [3.730, -3.097, 1.688], [6.042, -3.333, -0.286], [3.406, -4.729, -0.882], [1.974, -2.594, -7.077], [1.135, -3.842, -6.147], [2.880, -3.639, -5.975], [0.053, -0.494, -6.011], [-0.074, -0.167, -4.275], [-0.802, -1.627, -4.950], [3.076, -0.064, -5.629], [4.055, -1.182, -4.670], [3.025, 0.009, -3.859], [2.308, -3.510, -2.910], [0.569, -3.313, -3.035], [3.985, -0.752, -0.584], [4.081, -1.673, -2.078], [4.420, -2.442, 2.224], [3.776, -4.090, 2.142], [2.725, -2.699, 1.831], [6.532, -2.449, 0.129], [6.341, -3.421, -1.335], [6.422, -4.209, 0.247], [2.317, -4.643, -0.917], [3.654, -5.607, -0.281], [3.771, -4.900, -1.898], [0.938, -0.974, 3.487], [1.268, -0.567, 2.400], [1.583, -0.175, 1.321]],
  "atomic_forces_ev_per_a": [[0.4, 0.1, -0.3], [0.0, 0.1, 0.0], [-0.1, 0.1, 0.2], [0.0, 0.0, 0.0], [0.0, 0.0, 0.0], [0.0, 0.0, 0.0], [0.0, 0.0, 0.0], [0.0, 0.0, 0.0], [0.0, 0.0, 0.0], [0.0, 0.0, 0.0], [0.0, 0.0, 0.0], [-0.1, 0.0, 0.1], [0.0, 0.0, 0.2], [-0.1, 0.0, -0.1], [0.0, 0.0, 0.0], [0.0, 0.0, 0.0], [0.0, 0.0, 0.0], [0.0, 0.0, 0.0], [0.0, 0.0, 0.0], [0.0, 0.0, 0.0], [0.0, 0.0, 0.0], [0.0, 0.0, 0.0], [0.0, 0.0, 0.0], [0.0, 0.0, 0.0], [0.0, 0.0, 0.0], [0.0, 0.0, 0.0], [0.0, 0.0, 0.0], [0.0, 0.0, 0.0], [0.0, 0.0, 0.0], [0.0, 0.0, 0.0], [0.0, 0.0, 0.0], [0.0, 0.0, 0.1], [0.1, -0.1, -0.1], [0.0, 0.0, 0.0], [0.0, 0.0, 0.0], [0.0, 0.0, 0.0], [0.0, 0.0, 0.0], [0.0, 0.0, 0.0], [0.0, 0.0, 0.0], [0.0, 0.0, 0.0], [0.0, 0.0, 0.0], [0.0, 0.0, 0.0], [0.0, 0.0, 0.0], [0.0, 0.0, 0.0], [0.0, 0.0, 0.0], [0.0, 0.0, 0.0], [0.0, 0.0, 0.0], [0.0, 0.0, 0.0], [0.0, 0.0, 0.0], [0.0, 0.0, 0.0], [0.0, 0.0, 0.0], [0.0, 0.0, 0.0], [0.0, -0.1, 0.0], [0.0, 0.0, 0.0], [0.0, -0.1, 0.0], [0.0, 0.0, 0.1], [0.0, -0.1, 0.0], [0.0, 0.1, 0.0], [0.0, 0.0, -0.1], [0.0, 0.0, 0.0], [-0.2, -0.2, 0.0], [0.0, 0.0, 0.0], [0.0, 0.0, -0.1], [0.0, 0.0, 0.0], [0.0, 0.0, 0.0], [0.0, 0.0, 0.0], [0.0, 0.0, 0.0], [0.0, 0.0, 0.0], [0.0, 0.1, 0.0], [-0.1, -0.1, 0.0], [0.2, 0.0, -0.1], [0.0, -0.1, 0.0], [0.0, 0.0, 0.0], [0.0, 0.0, 0.0], [0.0, 0.0, 0.0], [0.0, 0.0, 0.0], [0.0, 0.0, 0.0], [0.0, 0.0, 0.0], [0.0, 0.0, 0.0], [0.0, 0.0, 0.0], [0.0, 0.0, 0.0], [0.0, 0.0, 0.0], [0.0, 0.0, 0.0], [0.0, 0.0, 0.0], [0.0, 0.0, -0.1], [0.0, 0.0, 0.0], [-0.1, 0.0, 0.1], [0.0, 0.0, 0.0], [0.0, 0.0, 0.0], [0.0, 0.0, 0.0], [-0.1, 0.0, 0.0], [0.0, 0.0, 0.0], [0.0, 0.0, 0.0], [0.0, 0.0, 0.0], [0.0, 0.0, 0.0], [0.0, 0.0, 0.0], [0.0, 0.0, 0.0], [0.0, 0.0, 0.0], [0.1, -0.1, 0.0], [0.1, 0.1, 0.0]]
}

***

Record 3
{
  "formula": "C5H4Cl3N4",
  "method": "ωB97M-V/def2-TZVPD",
  "orbital_gap_ev": [6.56, 6.56],
  "charge": 1,
  "total_energy_ha": -1792.0606,
  "spin_multiplicity": 1,
  "symbols": ["C", "C", "C", "C", "C", "N", "N", "N", "N", "Cl", "Cl", "Cl", "H", "H", "H", "H"],
  "positions_angstrom": [[-0.354, 0.696, -1.877], [-2.265, -0.295, -0.624], [-2.165, -0.275, 0.867], [0.261, 0.109, 0.992], [1.342, -0.890, -1.026], [-1.446, 0.357, -1.376], [-1.104, -0.146, 1.463], [1.037, -0.927, 0.236], [0.857, -0.015, -1.925], [-3.568, -0.515, 1.784], [-3.308, -1.497, -1.329], [1.689, -2.273, 1.092], [-0.575, 1.585, -2.462], [0.287, 1.120, 0.481], [0.712, 0.152, 2.040], [1.693, 0.184, -2.674]],
  "atomic_forces_ev_per_a": [[1.2, 0.9, -1.9], [0.7, -0.8, -1.7], [-1.1, 0.3, -0.8], [0.4, 0.5, 2.6], [1.6, -2.0, 0.4], [-2.1, -2.6, 2.7], [2.0, -0.3, 0.3], [-1.6, 0.9, -0.9], [0.6, 2.1, -1.4], [-0.9, -0.1, -0.1], [0.7, 1.1, 0.4], [-0.3, 0.6, 0.3], [1.3, 0.3, -0.5], [0.4, -1.3, 0.5], [0.4, 0.4, -1.9], [-3.4, -0.2, 2.0]]
}

***

- Number 1 is which compound?
  C13H21O6P

***

- Number 3 is which compound?
  C5H4Cl3N4